No. 1
# C6H8

One molecule with the formula C6H8 in a non-equilibrium geometry (ωB97M-V with the def2-TZVPD basis set, the OMol25 dataset).

Structure (XYZ):
```
14
Properties=species:S:1:pos:R:3:forces:R:3:nbo_charge:R:1
C -1.005 2.590 0.514 1.27 -2.20 0.98 -0.2602
C -0.368 1.555 0.716 -0.92 2.84 -0.52 -0.0035
C 0.551 0.428 0.890 0.33 -1.35 -0.63 -0.5309
C 0.385 -0.692 -0.240 0.51 0.38 1.05 0.0656
C 1.488 -1.376 -0.604 -0.51 1.80 0.45 -0.4252
C -1.103 -0.897 -0.630 1.40 0.99 -2.34 -0.6704
H -1.573 3.505 0.558 0.22 -0.49 -0.27 0.2442
H 1.628 0.775 0.922 -1.28 -0.34 0.00 0.2471
H 0.315 -0.097 1.844 0.21 0.50 -0.41 0.2414
H 1.454 -2.079 -1.381 -0.27 -1.20 -0.85 0.1961
H 2.519 -1.114 -0.300 -0.88 0.01 0.17 0.1990
H -1.440 0.171 -0.862 -0.11 -1.54 0.60 0.2420
H -1.614 -1.330 0.240 -0.24 0.08 -0.61 0.2283
H -1.235 -1.440 -1.666 0.26 0.52 2.39 0.2265
```
Forces are in eV/Å.

Computed properties:
Energy relative to the best compared isomer or geometry (same formula, charge and spin) ... 2.216 eV
Kohn-Sham gap ... 10.48 eV
Total energy ... -6348.56827 eV
Structure (SMILES) ... C#CCC(=C)C
Net charge ... 0
Spin multiplicity ... 1
Molecular weight ... 80.130 Da



No. 2
# C25H22FeNO4S

C25H22FeNO4S as an isolated structure in a non-equilibrium geometry (ωB97M-V with the def2-TZVPD basis set, the OMol25 dataset).

Structure (XYZ):
```
54
Properties=species:S:1:pos:R:3:forces:R:3:lowdin_spin:R:1
C -3.850 0.406 2.110 0.06 -0.23 0.07 0.0073
O -2.494 0.879 2.012 1.71 0.16 -0.35 0.0244
C -1.386 0.064 1.871 -1.59 0.03 0.56 0.1430
C -0.649 -0.381 3.022 -2.42 0.29 0.57 -0.0373
C 0.103 -1.649 2.816 -0.15 -1.27 0.87 0.0364
C 1.037 -1.338 1.707 0.96 -1.73 -1.81 -0.0026
C 0.498 -0.738 0.563 1.24 -1.68 -0.67 0.0795
C -0.674 0.032 0.645 -1.27 0.52 0.40 -0.0326
Fe 0.783 0.640 2.110 -0.62 -1.65 0.13 1.7292
C 1.796 0.631 3.544 3.08 1.73 4.19 -0.0371
O 2.451 0.919 4.460 -2.05 -1.42 -2.79 -0.0288
C 0.093 2.284 2.559 -1.91 6.53 2.21 0.0574
O -0.139 3.337 2.981 0.69 -3.43 -1.37 0.0188
C 2.065 1.462 1.137 5.27 4.08 -3.30 0.0292
O 2.893 2.105 0.640 -2.84 -2.37 1.54 0.0140
H -4.421 1.314 2.320 0.05 -0.29 -0.01 0.0000
H -4.190 -0.024 1.158 0.19 0.04 0.26 0.0004
H -3.970 -0.313 2.933 0.08 0.16 -0.24 0.0004
H -1.004 -0.103 4.017 -0.18 -0.23 -0.33 -0.0016
H 0.592 -2.043 3.724 -0.06 0.45 -0.43 0.0002
H -0.606 -2.440 2.495 0.32 0.15 0.09 0.0127
H 2.007 -1.843 1.669 -0.47 0.07 -0.21 0.0016
H 1.033 -0.789 -0.390 0.01 0.29 0.44 0.0031
H -1.024 0.633 -0.194 -0.04 -0.37 0.17 -0.0031
C 0.108 -5.848 -2.324 0.17 0.04 -0.24 0.0134
N 1.419 -5.591 -1.744 -0.05 -0.03 -1.24 0.1923
C 2.524 -5.248 -2.525 -0.77 0.11 0.67 0.0079
C 3.666 -5.025 -1.745 0.14 0.19 -0.11 0.0375
C 4.856 -4.606 -2.340 -0.31 -0.04 -0.16 0.0025
C 4.864 -4.339 -3.716 -0.02 -0.10 0.29 0.0435
C 3.700 -4.518 -4.483 -0.01 -0.12 0.23 0.0078
C 2.525 -4.993 -3.899 0.12 0.00 -0.10 0.0353
S 3.325 -5.216 -0.031 -0.27 0.15 -0.29 0.1946
C 1.641 -5.610 -0.385 2.75 -0.06 -1.50 0.4053
C 0.676 -5.777 0.588 -1.40 -0.52 3.21 0.4472
C 0.979 -6.033 1.971 -0.78 -0.07 -1.77 0.0986
C 2.145 -6.717 2.394 0.95 -0.02 0.60 0.1466
C 2.489 -6.747 3.746 -0.22 0.00 -0.41 -0.0053
C 1.622 -6.214 4.711 0.41 0.02 0.26 0.1632
C 0.405 -5.647 4.311 -0.50 0.12 -0.82 0.0054
C 0.075 -5.575 2.959 -0.15 0.11 1.17 0.1270
H -0.570 -6.216 -1.554 0.14 0.01 -0.22 0.0013
H -0.313 -4.935 -2.766 0.07 -0.12 0.09 0.0059
H 0.185 -6.606 -3.114 -0.01 0.11 0.18 0.0048
H 5.738 -4.489 -1.714 -0.07 0.11 -0.27 -0.0011
H 5.780 -3.982 -4.189 -0.30 -0.15 0.13 0.0027
H 3.720 -4.279 -5.547 -0.03 -0.12 0.31 -0.0005
H 1.612 -5.146 -4.471 0.30 0.08 0.00 0.0027
H -0.372 -5.677 0.314 0.04 0.47 0.22 0.0282
H 2.772 -7.225 1.658 -0.17 0.26 0.29 0.0084
H 3.442 -7.183 4.050 -0.37 -0.04 -0.07 -0.0034
H 1.889 -6.253 5.773 -0.10 0.03 -0.46 0.0101
H -0.292 -5.252 5.051 0.17 -0.18 -0.14 -0.0032
H -0.870 -5.136 2.631 0.21 -0.06 0.16 0.0064
```
Forces are in eV/Å.

Computed properties:
<S²> ... 6.122
Kohn-Sham gap (spin up / spin down) ... 2.46 / 4.59 eV
Total energy ... -81171.24242 eV
Net charge ... +1
Spin multiplicity ... 5
Molecular weight ... 488.366 Da



No. 3
# C4H9NO3

One molecule with the formula C4H9NO3 in a non-equilibrium geometry (ωB97M-V with the def2-TZVPD basis set, the OMol25 dataset).

Structure (XYZ):
```
17
Properties=species:S:1:pos:R:3:forces:R:3:nbo_charge:R:1
O 0.411 -1.157 1.417 0.03 -0.05 -0.01 -0.5927
C 0.554 -0.273 0.600 0.29 -0.38 0.41 0.6884
C 0.322 -0.519 -0.875 -0.68 -0.03 0.44 -0.5454
C -0.999 -1.259 -1.112 -0.53 -0.05 -0.14 -0.0538
O -0.761 -2.517 -1.715 0.11 -0.45 -0.29 -0.7271
N 1.002 0.971 1.020 -0.02 -0.35 -0.46 -0.6456
C 0.625 2.167 0.374 -1.20 1.25 1.17 0.0853
O -0.792 2.488 0.525 0.48 -0.45 -0.05 -0.7415
H 1.108 -1.181 -1.235 0.17 0.19 0.02 0.2658
H 0.300 0.409 -1.411 0.32 0.30 -0.47 0.2121
H -1.697 -0.652 -1.696 0.23 0.03 -0.26 0.1672
H -1.529 -1.443 -0.184 0.17 -0.08 0.39 0.1859
H -1.175 -2.612 -2.580 0.00 0.31 0.24 0.4756
H 1.159 1.012 2.014 -0.05 -0.01 0.12 0.4040
H 0.796 2.158 -0.668 0.38 -0.20 -1.07 0.1739
H 1.155 3.017 0.807 0.23 -0.20 0.01 0.1789
H -1.174 1.841 1.132 0.06 0.17 -0.05 0.4690
```
Forces are in eV/Å.

Computed properties:
Energy relative to the best compared isomer or geometry (same formula, charge and spin) ... 1.396 eV
Kohn-Sham gap ... 10.85 eV
Total energy ... -11926.14555 eV
Structure (SMILES) ... O=C(CCO)NCO
Net charge ... 0
Spin multiplicity ... 1
Molecular weight ... 119.120 Da



No. 4
# C4H7NO

C4H7NO as an isolated structure in a non-equilibrium geometry (ωB97M-V with the def2-TZVPD basis set, the OMol25 dataset).

Structure (XYZ):
```
13
Properties=species:S:1:pos:R:3:forces:R:3:nbo_charge:R:1
C -0.729 0.812 0.093 0.29 -1.49 3.21 0.1684
N 0.806 -1.235 -1.375 -0.58 -0.30 -0.44 -0.8262
C 0.697 0.393 0.373 2.53 0.50 -2.90 -0.3297
C 1.404 -0.419 -0.453 0.09 1.05 1.19 -0.0345
C -1.198 -0.273 0.782 -2.49 0.82 -0.62 -0.3352
O -1.044 2.085 0.507 -0.14 -0.14 -0.50 -0.6773
H -1.830 2.060 1.072 0.02 -0.03 -0.16 0.4667
H 1.365 -1.518 -2.165 -0.19 0.10 -0.01 0.3827
H -0.158 -0.975 -1.574 0.32 -0.08 -0.32 0.3750
H 1.221 0.983 1.112 -0.18 -0.04 0.09 0.2297
H 2.483 -0.466 -0.396 -0.04 -0.31 0.33 0.1958
H -1.070 -1.292 0.457 0.70 -0.07 0.05 0.2137
H -1.945 -0.155 1.567 -0.33 0.00 0.09 0.1710
```
Forces are in eV/Å.

Computed properties:
Energy relative to the best compared isomer or geometry (same formula, charge and spin) ... 4.108 eV
Kohn-Sham gap ... 7.65 eV
Total energy ... -7795.53616 eV
Net charge ... 0
Spin multiplicity ... 1
Molecular weight ... 85.106 Da



No. 5
# C45H54CsN7S

C45H54CsN7S as an isolated structure (ωB97M-V with the def2-TZVPD basis set, the OMol25 dataset).

Structure (XYZ):
```
108
Properties=species:S:1:pos:R:3:forces:R:3:lowdin_charge:R:1
Cs -1.211 -1.214 -0.517 -0.17 0.04 0.06 0.7968
C -1.804 0.261 2.928 0.21 0.02 -0.03 -0.2782
C -2.093 1.758 2.922 -0.10 -0.10 -0.01 -0.1969
C -2.378 2.261 1.491 -0.06 -0.07 -0.03 -0.2508
N -3.139 1.254 0.787 0.11 0.09 0.05 0.0142
C -4.277 1.513 0.242 -0.05 -0.17 -0.08 -0.2540
C -4.813 2.826 -0.024 0.00 0.00 0.05 -0.0739
C -6.112 3.237 -0.228 0.03 0.06 0.00 -0.1648
C -7.313 2.532 -0.165 0.02 -0.03 0.00 -0.1851
C -7.413 1.149 0.030 -0.05 -0.04 0.01 -0.1574
C -6.448 0.172 0.016 0.02 0.09 0.02 -0.0670
C -5.023 0.279 -0.235 0.15 -0.01 -0.03 -0.2571
N -4.291 -0.658 -0.729 0.04 -0.10 0.00 -0.0146
C -4.929 -1.863 -1.220 -0.05 -0.03 0.09 -0.2641
C -4.978 -3.029 -0.207 0.05 0.04 -0.09 -0.1734
C -3.740 -3.954 -0.145 -0.08 0.00 0.07 -0.2673
N -2.747 -3.570 0.840 -0.02 0.01 -0.03 -0.0222
C -2.787 -4.115 2.005 0.09 0.08 -0.03 -0.2568
C -3.836 -5.004 2.473 0.05 0.01 0.02 -0.0676
C -3.767 -6.038 3.371 -0.07 -0.03 0.00 -0.1578
C -2.694 -6.512 4.137 0.00 0.03 -0.02 -0.1854
C -1.477 -5.850 4.289 0.05 0.00 0.04 -0.1659
C -1.062 -4.613 3.844 -0.01 0.02 -0.01 -0.0756
C -1.729 -3.655 2.993 -0.15 -0.13 -0.10 -0.2593
N -1.472 -2.398 2.926 0.09 0.14 0.09 0.0385
C -0.634 -1.740 3.902 -0.05 -0.10 -0.08 -0.2542
C -1.227 -0.349 4.201 -0.08 0.03 0.03 -0.2007
H -1.120 0.007 2.108 -0.01 0.19 0.04 0.0262
H -2.713 -0.272 2.672 0.02 -0.02 -0.09 0.1043
H -1.262 2.331 3.357 -0.01 0.04 -0.01 0.0898
H -2.972 1.955 3.546 0.02 0.01 0.03 0.1086
H -1.416 2.404 0.977 0.01 -0.02 -0.01 0.1048
H -2.865 3.245 1.541 0.01 0.01 0.04 0.0885
H -4.062 3.607 -0.070 -0.03 0.02 -0.01 0.0744
H -6.215 4.304 -0.422 -0.01 0.00 0.00 0.0812
H -8.235 3.098 -0.245 0.00 0.00 0.00 0.0592
H -8.424 0.775 0.187 0.00 0.01 0.00 0.0833
H -6.799 -0.839 0.183 -0.02 0.00 0.00 0.0787
H -4.368 -2.199 -2.101 -0.02 -0.02 0.02 0.1024
H -5.956 -1.659 -1.554 0.03 -0.01 -0.07 0.0919
H -5.834 -3.654 -0.487 -0.02 0.00 0.04 0.0984
H -5.178 -2.632 0.792 -0.02 -0.01 0.00 0.1097
H -3.257 -3.949 -1.130 -0.02 0.01 0.01 0.0976
H -4.090 -4.980 0.034 0.05 -0.03 -0.09 0.0915
H -4.800 -4.849 2.003 -0.01 -0.02 0.00 0.0794
H -4.696 -6.598 3.480 0.01 0.00 0.00 0.0834
H -2.836 -7.439 4.682 0.00 0.00 0.00 0.0589
H -0.745 -6.369 4.907 0.00 0.00 0.00 0.0809
H -0.077 -4.299 4.173 0.00 -0.02 0.01 0.0748
H 0.377 -1.603 3.485 0.00 -0.01 -0.02 0.1110
H -0.521 -2.310 4.836 0.00 0.03 0.02 0.0942
H -0.457 0.299 4.643 0.03 -0.04 0.01 0.0919
H -2.017 -0.451 4.953 0.00 0.03 0.00 0.1060
C 4.584 3.540 4.121 -0.01 -0.01 0.01 -0.0733
C 4.885 3.002 2.722 0.00 -0.01 0.01 -0.5609
C 5.245 4.185 1.815 0.01 0.01 -0.02 -0.0486
C 6.083 2.048 2.816 0.01 0.00 0.01 -0.0480
C 3.695 2.255 2.128 -0.05 -0.01 0.02 -0.1677
C 2.492 2.077 2.797 0.08 0.04 0.03 0.0023
C 1.471 1.369 2.176 -0.06 -0.04 -0.04 -0.0964
N 1.561 0.846 0.962 0.01 0.05 -0.02 0.1422
C 2.712 1.010 0.303 -0.01 0.01 0.06 -0.1938
C 3.788 1.698 0.856 -0.01 -0.03 0.01 0.0245
C 2.806 0.388 -1.052 0.07 0.12 -0.21 -0.2135
C 3.701 0.867 -2.010 -0.03 0.00 0.04 0.0316
C 3.779 0.248 -3.252 0.00 -0.06 -0.07 -0.1570
C 2.954 -0.852 -3.461 0.07 0.06 -0.06 -0.0040
C 2.081 -1.248 -2.464 -0.04 0.03 0.09 -0.1487
N 1.991 -0.632 -1.289 0.11 -0.23 0.23 0.0927
C 4.691 0.740 -4.372 -0.03 0.02 0.02 -0.5544
C 5.548 1.930 -3.943 0.02 0.01 0.00 -0.0750
C 5.625 -0.396 -4.808 0.00 -0.02 0.01 -0.0504
C 3.819 1.169 -5.559 0.03 0.02 -0.02 -0.0431
H 5.460 4.065 4.507 0.01 0.00 -0.01 0.0805
H 4.343 2.735 4.816 0.00 0.00 0.00 0.0859
H 3.750 4.243 4.108 0.00 0.00 0.00 0.0861
H 6.098 4.730 2.230 0.00 0.00 0.00 0.0805
H 4.405 4.876 1.726 -0.01 0.00 0.01 0.0911
H 5.512 3.854 0.811 0.00 -0.01 0.00 0.0763
H 6.946 2.568 3.239 0.00 0.00 0.00 0.0806
H 6.366 1.664 1.835 0.01 0.00 0.00 0.0770
H 5.849 1.194 3.453 -0.01 0.00 0.00 0.0918
H 2.325 2.466 3.791 0.00 0.00 0.00 0.1011
H 0.530 1.215 2.690 0.01 0.01 -0.01 0.0782
H 4.715 1.773 0.303 -0.01 -0.01 -0.05 0.1028
H 4.311 1.734 -1.800 -0.04 0.02 0.07 0.0912
H 2.939 -1.384 -4.404 -0.03 -0.02 0.01 0.1151
H 1.405 -2.079 -2.637 -0.01 0.00 -0.06 0.0402
H 6.194 1.679 -3.098 0.00 0.00 -0.01 0.0830
H 4.933 2.788 -3.663 -0.01 0.00 0.00 0.0845
H 6.187 2.236 -4.774 0.00 0.00 0.00 0.0794
H 6.257 -0.720 -3.978 0.00 0.00 0.00 0.0876
H 6.273 -0.058 -5.622 0.00 0.01 0.00 0.0792
H 5.064 -1.261 -5.160 0.00 0.00 0.00 0.0785
H 3.137 1.970 -5.268 0.00 0.00 0.00 0.0851
H 3.204 0.347 -5.925 0.00 -0.02 0.01 0.0754
H 4.450 1.524 -6.380 0.00 0.00 0.01 0.0818
S -0.331 -2.820 -4.487 0.01 0.01 -0.05 0.3981
C -0.209 -1.117 -4.711 0.02 -0.03 0.04 -0.8785
C 0.112 -0.561 -5.980 -0.01 0.00 0.04 -0.1515
C 0.255 0.796 -6.128 0.00 0.01 0.00 -0.1350
C 0.079 1.635 -5.024 -0.02 0.03 -0.02 -0.1231
C -0.248 1.028 -3.826 0.00 -0.03 -0.03 -0.1820
N -0.385 -0.286 -3.657 -0.09 0.01 0.02 -0.0220
H 0.239 -1.240 -6.812 0.00 0.01 -0.01 0.0774
H 0.505 1.215 -7.099 0.00 -0.01 0.00 0.0919
H 0.173 2.710 -5.098 0.00 0.00 0.01 0.0812
H -0.417 1.632 -2.936 0.02 0.01 0.00 0.1014
```
Forces are in eV/Å.

Computed properties:
Energy relative to the best compared isomer or geometry (same formula, charge and spin) ... 0.291 eV
Kohn-Sham gap ... 4.39 eV
Total energy ... -69355.56402 eV
Net charge ... -2
Spin multiplicity ... 1
Molecular weight ... 857.948 Da